{"formula": "C40H23BCl88F3NO8S", "method": "the ωB97M-V functional and the def2-TZVPD basis", "total_charge": 0, "fmax_ha_per_bohr": 0.16501, "homo_lumo_gap_ev": 7.089, "e_lumo_ev": -2.12, "homo_ha": -0.3385, "total_energy_ev": -1181337.7208, "relative_energy_kj_mol": 1742.7, "elements": ["Cl", "Cl", "C", "C", "Cl", "Cl", "Cl", "O", "H", "Cl", "C", "H", "C", "H", "C", "C", "Cl", "C", "Cl", "C", "C", "O", "Cl", "Cl", "Cl", "Cl", "C", "Cl", "Cl", "Cl", "Cl", "Cl", "C", "Cl", "Cl", "Cl", "O", "Cl", "Cl", "Cl", "Cl", "O", "Cl", "C", "H", "C", "Cl", "Cl", "C", "Cl", "H", "C", "Cl", "Cl", "Cl", "Cl", "C", "H", "Cl", "Cl", "Cl", "H", "Cl", "F", "Cl", "Cl", "C", "C", "Cl", "C", "H", "C", "H", "Cl", "Cl", "H", "H", "C", "Cl", "C", "C", "Cl", "C", "Cl", "H", "H", "Cl", "C", "C", "Cl", "F", "Cl", "C", "O", "Cl", "Cl", "Cl", "Cl", "O", "Cl", "Cl", "Cl", "Cl", "Cl", "H", "Cl", "Cl", "Cl", "C", "C", "H", "C", "Cl", "H", "Cl", "H", "Cl", "Cl", "S", "Cl", "Cl", "Cl", "Cl", "H", "H", "Cl", "N", "Cl", "Cl", "Cl", "Cl", "C", "O", "C", "Cl", "H", "Cl", "H", "C", "Cl", "Cl", "C", "Cl", "O", "Cl", "Cl", "Cl", "Cl", "Cl", "C", "Cl", "H", "C", "Cl", "C", "H", "Cl", "C", "C", "F", "Cl", "B", "Cl", "Cl", "C"], "xyz": [[-4.6692, -8.3888, -0.7824], [-4.1699, 9.2788, -3.3606], [1.1801, 9.7265, 0.4219], [-10.9211, 6.9271, -1.6190], [4.7233, -7.5771, -0.4168], [4.7502, 4.7403, -13.1931], [-5.3755, 3.9030, 4.4402], [4.8726, 0.3006, 0.8529], [4.1647, -0.5080, -3.8956], [-4.9199, -3.6017, 3.9651], [-3.7708, 2.7443, -0.4126], [3.3870, 2.5266, -3.1297], [-8.4334, -6.1852, -0.8913], [4.7733, -1.2766, -1.6568], [-0.9335, 4.3226, -5.2025], [-2.8211, 2.5305, 9.3155], [0.5050, -8.5647, 2.1328], [-0.8233, 1.8112, -1.0383], [4.0091, 0.5059, 6.2159], [-8.3561, 3.6065, -4.3906], [5.1426, 0.6840, -0.5562], [1.5774, 5.5871, 0.3080], [-2.8098, -6.2434, -1.4196], [-1.8861, -9.8515, 3.1782], [0.6446, -11.2870, 3.1505], [6.1593, -6.3607, -2.6358], [0.5993, -5.0378, -1.1706], [-6.8443, -5.4630, -1.2487], [3.2544, -6.5154, -2.6929], [-7.7300, 4.7339, -5.6202], [3.6700, 2.1839, 8.9980], [-5.5202, 6.7777, 4.0148], [1.4441, -3.7488, -1.7917], [-1.2320, 3.2527, 8.9581], [-11.8280, 7.9998, -0.5228], [-6.6289, 8.4314, -2.0565], [-1.6631, 2.5845, 1.4947], [3.8360, -12.8387, 2.0012], [-8.1799, -8.2109, 5.3878], [-9.3457, -6.3935, -2.4075], [-11.8334, 6.7188, -3.1352], [2.1159, -2.0114, -4.4834], [-10.5307, -9.7721, 4.6795], [4.1870, -0.2399, -1.5720], [3.1515, -0.5003, -1.0939], [0.2778, -4.9127, 0.4320], [9.3258, -5.8641, 7.3396], [4.5786, -4.7024, -0.8422], [0.6069, 2.2675, -1.7761], [4.2039, -1.5847, 4.2016], [2.3190, -4.2420, -2.4371], [3.1556, -0.3166, 4.8856], [-7.9851, -10.3015, 3.3735], [5.4036, -10.3876, 2.0340], [5.8094, 3.7749, -10.6609], [-0.0324, 3.0627, -4.3221], [5.7067, -0.8358, 1.2750], [1.0793, 6.1233, -0.3893], [5.0812, 1.5691, -6.7002], [-4.3433, 6.6341, -2.1603], [-6.8444, 4.9647, 2.1641], [2.7293, 1.4556, -4.5341], [0.1410, 5.7074, -5.5224], [0.4048, -3.5493, 0.9958], [-2.3181, 4.8600, -4.2183], [-2.5910, 0.9439, 10.0930], [4.1801, 2.8290, -7.5806], [-5.2444, 7.8939, -3.0407], [-7.9828, 4.2334, -2.7651], [-1.3472, 0.2266, -1.1565], [5.1546, 0.9585, -3.2503], [4.3789, -11.4459, 1.0315], [5.0544, 1.8319, -0.7646], [-8.2033, -7.7718, -0.1138], [-7.1902, 8.7761, -10.0226], [6.8113, -0.5191, 1.5859], [0.2721, 4.6026, -1.9613], [1.3278, -1.7465, -3.4397], [-9.4377, -7.8490, 2.7893], [-0.1211, -9.6921, 3.3623], [2.9373, 1.4673, -3.3585], [-6.9746, 6.8136, -7.8853], [-3.0199, -8.0110, -1.3406], [7.1652, 3.1182, -13.1501], [3.0370, 3.7818, 1.3349], [5.2720, -1.3924, 2.2375], [4.5908, 1.9109, -12.5336], [10.7666, -4.9271, 6.8701], [7.3789, -1.3587, 7.7512], [-1.8351, -8.6996, -0.2020], [1.1819, -5.8741, 1.1497], [3.4172, 1.6834, 11.8530], [5.5789, 3.3861, -12.3845], [-2.5981, -0.2536, -0.4802], [6.4720, -0.2861, 8.8474], [3.5891, 2.1666, -9.1256], [-3.3610, -5.8856, 3.0599], [-3.7280, 3.6032, 10.4117], [-1.6185, 4.4560, -0.1700], [-5.5566, 9.3462, -7.6834], [2.0812, 8.4666, 1.3023], [3.8096, -0.5384, 10.0157], [2.7955, 3.3664, -6.5964], [4.5548, 4.2384, 5.3510], [-3.9671, 2.5993, -1.5676], [6.4666, -1.5670, 6.2350], [-10.1211, 3.4471, -4.5748], [-3.9395, 5.1194, 2.2212], [-5.4199, 5.1913, 3.2101], [1.1525, 3.8456, -1.6831], [-4.3335, 3.6702, 0.0429], [4.1265, 0.3728, -3.0904], [5.2546, 4.2139, -7.9005], [1.9999, -3.1169, -0.9591], [-7.5904, 2.0116, -4.6024], [-2.4492, -1.2462, -0.3948], [12.0720, -5.2149, 8.0480], [-2.9809, -3.2812, 1.8197], [-1.9111, 2.9457, -0.0210], [-2.0722, -3.7412, 4.5453], [-2.7655, -8.7122, -2.9588], [-1.5245, 3.6602, -6.7474], [-0.2045, 10.2639, 1.4061], [6.2537, 0.3070, -0.7752], [5.8323, -1.6763, 0.4604], [1.6583, -1.0553, 5.5076], [0.6268, -2.9222, -2.7594], [2.7513, 0.8678, 3.6173], [2.2546, 11.1114, 0.1020], [11.3052, -5.4377, 5.2502], [-5.8354, 7.2315, -4.5856], [-9.0334, -9.0334, 4.0576], [2.5344, 3.2074, 0.6557], [-0.7690, -2.4912, -2.3012], [-9.3403, -5.1125, 0.2049], [-4.1136, 1.8063, 0.2356], [7.6090, -2.9453, 8.5287], [-0.3821, -5.2843, -1.7748], [0.8634, -0.3603, -2.7070], [-3.7334, 2.3223, 7.7993], [8.9680, -0.6366, 7.3938], [5.0801, 4.8862, 3.7765], [3.7277, 5.7587, 3.0122], [-1.8955, -3.1899, -2.1417], [0.2522, -9.0652, 4.9878], [10.3635, -3.1918, 6.8423], [5.5919, 3.5436, 2.7228], [6.4461, 6.0039, 4.0200], [-9.3320, 7.6493, -1.9764], [1.5065, 1.1439, -2.6295], [2.9608, -10.5313, 0.4599], [1.2937, -6.0010, -1.2942], [-3.3335, -4.1274, 3.3475], [5.3153, -12.0261, -0.3688], [-0.5208, -0.8974, -2.0145], [2.0118, 4.0747, -2.4534], [1.2789, 0.8971, 10.0434], [3.0439, 1.0565, 10.2276], [-7.0444, 8.5540, -8.2607], [-1.1394, -5.3552, 0.7075], [-8.4561, 9.2799, -7.4517], [1.8112, 4.1883, -0.1811], [0.5891, 9.0641, -1.1231], [-10.6910, 5.3405, -0.8415], [4.6789, -6.2889, -1.6469]], "forces_ev_per_a": [[0.418, 0.085, -0.122], [-0.241, -0.332, 0.090], [0.095, 0.011, 0.258], [-0.076, 0.075, 0.015], [-0.053, 0.406, -0.360], [0.185, -0.334, 0.194], [-0.027, 0.312, -0.308], [1.264, -0.708, -1.056], [-0.541, 2.025, 1.839], [0.368, -0.121, -0.152], [-0.763, -1.194, 0.297], [-1.367, -2.028, -0.103], [0.133, 0.005, -0.108], [-1.358, 2.127, 0.155], [-0.107, -0.043, -0.194], [0.005, 0.073, -0.054], [-0.167, -0.255, 0.456], [2.018, -3.500, -2.614], [-0.480, -0.143, -0.434], [0.002, -0.052, 0.009], [0.526, -1.812, -0.659], [0.256, -2.672, -2.355], [-0.341, -0.551, -0.183], [0.405, 0.037, 0.072], [-0.208, 0.370, 0.082], [-0.428, 0.041, 0.246], [0.549, -0.273, 0.071], [-0.422, -0.158, 0.107], [0.593, -0.264, -0.018], [-0.327, -0.436, 0.346], [-0.114, -0.130, 0.407], [0.000, -0.384, -0.194], [1.411, -1.515, -0.240], [-0.429, -0.176, 0.079], [0.200, -0.258, -0.249], [0.959, 0.070, -0.202], [-1.160, 0.208, -5.618], [0.144, 0.329, -0.231], [-0.194, -0.210, -0.330], [0.208, 0.051, 0.375], [0.231, 0.037, 0.353], [-4.712, 2.101, 6.736], [0.362, 0.156, -0.144], [1.174, -0.610, -0.058], [1.885, 0.873, -0.885], [-1.022, -0.644, 0.599], [0.338, 0.187, -0.118], [0.066, -0.326, -0.116], [-0.683, -2.479, -0.159], [-0.645, 0.057, 0.400], [-2.107, 1.346, 1.375], [-0.186, 0.388, -0.002], [-0.231, 0.296, 0.133], [-0.251, -0.222, -0.237], [0.192, -0.026, -1.238], [-0.599, 0.354, -0.924], [1.007, -1.212, 0.699], [0.932, -1.206, 1.484], [-0.211, 0.300, -0.182], [-0.211, 0.297, -0.093], [0.257, 0.042, 0.179], [0.353, 0.057, 2.579], [-0.207, -0.275, 0.101], [-0.252, -4.531, -1.543], [0.401, -0.122, -0.205], [-0.032, 0.349, -0.172], [-0.106, -0.147, -0.142], [0.048, -0.005, -0.150], [0.004, -0.138, -0.450], [1.070, -0.673, -1.033], [-2.194, -1.170, 0.293], [-0.053, -0.010, -0.056], [-0.093, -2.188, 0.821], [0.039, 0.415, -0.475], [0.037, -0.088, 0.455], [-2.248, -0.296, -0.785], [1.790, -1.896, 0.856], [3.055, -1.288, -3.432], [0.027, -0.359, 0.622], [0.036, -0.026, 0.003], [-0.239, -0.362, -0.992], [0.032, 0.407, -0.234], [-0.033, 0.025, 0.017], [-0.374, 0.039, 0.137], [-1.141, -1.411, -1.206], [0.726, 1.761, -2.619], [0.214, 0.315, 0.019], [0.077, 0.101, -0.050], [0.032, -0.056, -0.048], [-0.317, 0.248, -0.346], [-2.845, 3.388, -1.686], [-0.072, -0.142, -0.403], [0.157, 0.089, 0.013], [4.138, 0.429, -1.731], [0.837, -0.358, -0.628], [-0.105, 0.001, 0.696], [0.009, 0.429, 0.052], [0.220, -0.271, -0.260], [-0.560, -4.359, -1.083], [-0.372, -0.212, -0.147], [-0.268, 0.464, -0.274], [-0.835, 0.463, 0.364], [0.323, -0.053, -0.263], [0.108, 0.147, -0.428], [0.543, 0.326, 2.455], [0.632, -0.105, 0.651], [0.455, 0.059, 0.065], [-0.351, 0.087, 0.360], [0.183, 0.022, -0.003], [-0.304, -0.706, 0.052], [1.617, -1.610, -1.086], [0.988, -0.152, 0.192], [-0.312, -0.151, 0.767], [-1.529, -1.105, -1.527], [-0.171, 0.372, 0.052], [-0.353, 1.599, -0.310], [-0.312, 0.054, -0.272], [-0.207, -0.108, 0.395], [1.084, 3.332, 5.718], [-0.294, -0.092, -0.322], [-0.052, 0.148, 0.339], [0.148, 0.176, 0.349], [0.341, -0.145, -0.285], [-2.216, 1.241, 0.221], [-0.420, 1.747, 1.249], [0.401, 0.147, -0.139], [-2.062, 1.220, 0.300], [0.148, -0.407, 0.324], [-0.272, -0.324, 0.038], [-0.126, 0.081, 0.366], [0.211, 0.266, 0.520], [-0.073, 0.105, 0.037], [-0.611, 4.209, -1.076], [-2.231, -0.262, 1.168], [0.194, -0.269, -0.217], [0.890, 1.891, -1.688], [-0.312, 0.464, -0.022], [1.936, 0.885, 1.460], [-1.992, 0.437, 1.331], [0.238, 0.041, 0.377], [-0.417, 0.284, 0.120], [0.130, -0.010, 0.120], [0.235, -0.266, 0.102], [7.249, 4.095, -0.786], [-0.093, -0.142, -0.424], [0.431, -0.855, -0.150], [-0.212, 0.261, 0.224], [-0.336, -0.256, -0.063], [-0.941, -0.463, 0.063], [-3.213, -1.465, 1.643], [0.390, -0.274, 0.133], [-1.629, 2.294, 0.611], [0.017, -0.064, 0.023], [-0.217, 0.148, 0.344], [1.342, 4.464, 0.280], [-1.718, -0.905, 1.251], [0.466, 0.070, 0.024], [-0.175, -0.153, 0.082], [-0.002, 0.173, 0.006], [4.933, 1.420, -0.394], [0.368, -0.217, -0.182], [-0.530, 0.985, 1.583], [0.096, 0.088, 0.272], [-0.114, 0.394, -0.140], [0.223, -0.153, 0.118]], "lowdin_charge": [0.499, 0.526, -2.001, -1.992, 0.509, 0.515, 0.510, -0.283, 0.112, 0.515, -0.155, 0.116, -1.997, 0.107, -1.965, -2.012, 0.499, -0.099, 0.459, -1.988, -0.184, -0.031, 0.568, 0.504, 0.499, 0.532, -0.053, 0.504, 0.586, 0.460, 0.486, 0.515, -0.165, 0.499, 0.518, 0.482, -0.406, 0.508, 0.511, 0.518, 0.510, 0.010, 0.512, -0.166, 0.109, -0.212, 0.502, 0.546, -0.102, 0.534, 0.059, -1.952, 0.507, 0.509, 0.447, 0.632, -0.146, 0.074, 0.534, 0.502, 0.503, 0.080, 0.516, 0.004, 0.507, 0.502, -1.968, -1.971, 0.490, -0.026, 0.119, -2.004, 0.129, 0.470, 0.519, 0.111, 0.106, -0.197, 0.475, -1.988, -0.174, 0.474, -1.976, 0.514, 0.049, 0.005, 0.504, -1.995, -1.957, 0.493, -0.057, 0.523, -1.990, -0.055, 0.480, 0.500, 0.518, 0.512, -0.425, 0.507, 0.531, 0.479, 0.513, 0.510, 0.096, 0.480, 0.517, 0.562, -1.999, -0.113, 0.033, -0.207, 0.488, 0.128, 0.519, 0.087, 0.514, 0.536, 0.734, 0.518, 0.521, 0.529, 0.518, 0.131, 0.085, 0.531, -0.042, 0.553, 0.514, 0.511, 0.476, -2.007, 0.037, -0.182, 0.510, 0.095, 0.501, 0.090, 0.056, 0.505, 0.490, -1.989, 0.550, -0.023, 0.524, 0.461, 0.537, 0.522, 0.450, -0.078, 0.473, 0.078, -1.997, 0.516, 0.054, 0.107, 0.500, -1.986, -2.003, -0.132, 0.519, -0.436, 0.515, 0.495, -1.966]}